A structure of composition C49H67N9O2P2Ti, computed with ωB97M-V with the def2-TZVPD basis set.

Geometry as XYZ:
```
130
Properties=species:S:1:pos:R:3:forces:R:3
Ti 0.37366 -0.12832 0.07625 -1.5349 -1.5227 0.5278
C -3.79026 2.00086 -3.61051 0.0046 0.0006 0.0600
C -3.76691 1.39543 -2.20763 0.0553 -0.1612 -0.0367
C -5.18870 1.10014 -1.71408 0.0956 -0.0075 0.0812
P -2.66132 -0.10003 -1.90482 -0.1651 0.0592 -0.2659
C -3.42371 -1.53937 -2.83842 0.0179 0.0801 0.0784
C -4.12460 -1.39116 -4.19353 0.0674 -0.0212 0.0311
C -4.40014 -2.24635 -1.88052 0.0105 -0.0396 0.0272
C -1.19275 0.43088 -2.88314 0.0646 0.4248 0.3353
C -1.03430 0.19986 -4.24841 -0.0056 -0.0777 0.0608
C -0.02068 0.78141 -4.98987 -0.0550 -0.1092 -0.1596
C 0.08935 0.55218 -6.47273 0.0534 -0.0260 0.0744
C 0.88522 1.60169 -4.32861 0.1019 0.1197 -0.0799
C 0.78280 1.82088 -2.97505 0.0866 0.0328 0.3335
C -0.24995 1.25292 -2.22284 -0.7063 -0.1820 -0.4662
N -0.38588 1.44924 -0.81305 0.2829 0.3626 -0.2229
C -0.44945 2.76442 -0.30748 -0.3433 0.1329 0.0138
C -0.23695 3.91876 -1.06354 -0.0068 -0.0147 -0.0784
C -0.22816 5.17122 -0.46740 -0.0247 0.0010 0.0270
C -0.46522 5.33953 0.89032 0.0100 0.0813 0.0322
C -0.40773 6.69465 1.54893 -0.0378 -0.1103 -0.0409
C -0.80089 4.20411 1.61943 -0.0220 0.0120 -0.0125
C -0.80973 2.94229 1.04307 0.0870 -0.1565 0.1358
P -1.44281 1.40007 1.77648 0.0259 0.8046 0.1564
C -1.45851 1.32393 3.64860 0.2618 0.0142 -0.0567
C -0.20059 0.64254 4.22320 -0.0903 -0.0256 0.0254
C -1.79650 2.56423 4.47504 -0.1097 -0.0530 -0.0093
C -3.24651 1.65803 1.32663 0.0236 -0.3968 0.0327
C -4.15242 0.62998 2.00680 0.0519 0.0141 -0.0222
C -3.83100 3.06300 1.45624 0.0576 -0.0416 0.0275
H -4.51263 2.82223 -3.63163 0.0282 -0.0100 -0.0319
H -2.81880 2.40403 -3.89270 0.0341 -0.0205 -0.0126
H -4.08895 1.27464 -4.36628 -0.0010 0.0303 0.0054
H -3.32373 2.14804 -1.54446 0.0031 0.0129 -0.0229
H -5.75551 0.55275 -2.46947 0.0072 -0.0027 0.0363
H -5.18966 0.50269 -0.79757 -0.0212 0.0388 -0.0274
H -5.72472 2.03016 -1.51079 -0.0004 -0.0155 -0.0422
H -2.54996 -2.18736 -2.97767 0.0374 -0.0491 0.0421
H -4.99970 -0.74428 -4.12691 0.0111 -0.0243 0.0155
H -3.47998 -1.00773 -4.97959 -0.0682 0.0423 -0.0165
H -4.47131 -2.37737 -4.51579 -0.0213 0.0358 -0.0002
H -5.39130 -1.79106 -1.93586 0.0390 0.0036 0.0070
H -4.51077 -3.30094 -2.14785 -0.0028 0.0430 -0.0118
H -4.07945 -2.18478 -0.83646 -0.0168 -0.0346 -0.0505
H -1.72901 -0.44750 -4.76202 0.0083 0.0022 0.0092
H -0.57623 -0.24695 -6.79893 0.0186 0.0147 -0.0032
H -0.17393 1.45919 -7.02132 0.0089 -0.0244 -0.0128
H 1.11125 0.28289 -6.74830 -0.0415 0.0017 -0.0005
H 1.69968 2.05525 -4.88342 -0.0166 -0.0056 0.0276
H 1.53352 2.42013 -2.47482 0.0253 -0.0325 0.0285
H -0.07857 3.85074 -2.12889 0.0341 0.0189 0.0209
H -0.03286 6.04167 -1.08397 0.0118 -0.0254 0.0042
H -0.04712 7.45120 0.85284 -0.0161 -0.0008 0.0283
H -1.39382 7.00246 1.90411 0.0271 0.0106 -0.0087
H 0.26224 6.67895 2.41055 -0.0090 0.0274 -0.0198
H -1.08456 4.32115 2.65809 0.0112 0.0036 -0.0561
H -2.28137 0.61281 3.78184 -0.0234 -0.0184 -0.0282
H 0.51873 1.37987 4.58259 0.0030 -0.0094 -0.0303
H -0.46889 0.02219 5.08179 -0.0053 0.0492 0.0173
H 0.31160 0.01474 3.49356 0.0176 -0.0350 0.0101
H -1.00843 3.31446 4.40576 -0.0033 -0.0411 0.0344
H -2.74094 3.01931 4.18157 0.0384 0.0364 0.0028
H -1.88067 2.27779 5.52650 0.0051 0.0217 -0.0083
H -3.21880 1.41982 0.26369 0.0030 -0.1035 0.0104
H -4.28885 0.85490 3.06777 -0.0001 -0.0317 -0.0289
H -5.14126 0.64832 1.54483 0.0050 -0.0215 0.0181
H -3.76506 -0.38970 1.91145 -0.0680 0.0275 0.0165
H -3.85940 3.41405 2.48839 -0.0190 0.0017 -0.0226
H -3.28284 3.79088 0.86234 0.0154 0.0201 -0.0029
H -4.86028 3.03988 1.08826 0.0046 0.0035 0.0234
C -0.63692 -6.22999 -0.65369 0.0198 0.0089 0.0279
C -1.64917 -5.29178 -0.50896 -0.0303 0.0409 0.0443
C -1.40405 -3.93926 -0.71415 -0.1162 0.0462 -0.1678
C -0.13077 -3.44646 -1.04386 -0.2149 0.0491 0.1189
C 0.88675 -4.42216 -1.17205 -0.0044 0.1414 0.0633
C 0.63354 -5.77392 -1.00396 0.0046 -0.0058 0.0075
N 0.11436 -2.08071 -1.24359 0.3677 0.8871 -0.1458
C 0.95458 -1.86604 -2.35356 -0.0033 -0.3564 0.0177
C 0.84900 -2.57728 -3.56135 -0.1135 -0.0086 0.2009
C 1.74703 -2.37688 -4.58766 0.0464 -0.0008 -0.0786
C 2.78236 -1.45198 -4.44714 -0.0379 -0.0072 -0.0730
C 2.87787 -0.71184 -3.28911 0.0109 0.1742 0.2618
C 1.96222 -0.91076 -2.25084 0.1379 -0.2901 -0.2628
N 1.97604 -0.20177 -1.04414 0.7317 0.3743 -0.2486
N 3.07204 0.47678 -0.79770 0.1599 -0.1705 -0.3761
C 3.00971 1.24090 0.31200 -0.1237 0.1352 0.1523
C 4.17244 1.92433 0.71138 -0.0050 -0.0447 -0.0317
C 4.14292 2.68865 1.84687 0.0157 -0.0122 -0.0300
C 2.95037 2.76861 2.56995 0.0788 0.0521 0.0099
C 1.85196 2.08440 2.10826 -0.1240 -0.0514 -0.0319
N 1.84512 1.33416 0.99888 0.2846 -0.1720 -0.3323
H -0.83296 -7.28744 -0.52901 -0.0026 0.0237 -0.0286
H -2.65616 -5.61384 -0.26664 0.0275 0.0133 -0.0251
H -2.24291 -3.25610 -0.66527 0.0430 0.0257 -0.0983
H 1.88347 -4.09790 -1.44330 0.0397 0.0562 -0.0601
H 1.43649 -6.48883 -1.15190 -0.0043 0.0101 -0.0176
H 0.04836 -3.29906 -3.67438 0.0137 -0.0121 0.0017
H 1.64082 -2.93674 -5.50995 0.0086 0.0141 0.0439
H 3.49040 -1.29686 -5.25161 -0.0131 0.0023 0.0327
H 3.64194 0.04256 -3.15938 0.0251 -0.0481 -0.0145
H 5.05826 1.80107 0.10546 0.0046 0.0374 0.0125
H 5.02637 3.21864 2.17840 -0.0107 -0.0085 -0.0082
H 2.87758 3.35975 3.47185 -0.0341 -0.0149 -0.0117
H 0.92488 2.15779 2.64631 -0.0286 -0.0273 0.0177
N -1.16901 -1.61650 1.31442 0.2153 -0.2871 -0.3318
C -0.40624 -2.67848 1.98879 0.0616 0.1887 0.0437
C -1.05679 -3.08089 3.31211 0.0501 -0.0360 0.0958
C -0.40623 -4.20516 4.12187 0.0763 0.0673 -0.1933
C -0.34699 -5.57068 3.42729 0.0424 0.0118 0.1492
N 0.68068 -5.71145 2.39419 -0.0123 0.2450 0.0529
C 1.98136 -5.57949 2.61527 -0.1175 -0.3783 -0.0100
N 2.47250 -5.69200 3.85520 0.0385 0.2068 -0.0147
N 2.82553 -5.51063 1.58386 0.0861 -0.0206 0.0521
C 1.05447 -2.22559 2.07538 -0.2861 -0.2118 0.0053
O 1.88510 -2.91832 2.64419 0.0684 0.0465 0.0903
O 1.30202 -1.12726 1.46096 0.6789 0.0302 0.7357
H -1.72175 -1.11698 1.99488 -0.0406 0.1300 0.0088
H -1.80700 -1.98002 0.61689 -0.0635 -0.0226 -0.0122
H -0.38604 -3.54700 1.34105 -0.0002 -0.0661 -0.0669
H -2.08461 -3.37928 3.07862 -0.0413 0.0816 0.0461
H -1.10630 -2.19782 3.95789 -0.0960 0.0105 -0.0155
H -1.00300 -4.33596 5.02727 0.0330 -0.0392 0.0211
H 0.59283 -3.89268 4.42490 -0.0253 0.0151 0.0426
H -1.30124 -5.77646 2.94384 0.0186 -0.0866 -0.0532
H -0.19964 -6.35689 4.17281 -0.0566 -0.0318 -0.0126
H 0.38058 -5.76005 1.42828 -0.0166 0.0463 -0.0770
H 1.83850 -5.68501 4.63354 -0.0080 0.0106 0.0129
H 3.39472 -5.33520 4.04062 0.0034 -0.0002 0.0076
H 2.45303 -5.23700 0.68907 -0.0799 0.1126 -0.0673
H 3.78196 -5.25372 1.76084 -0.0028 -0.0187 -0.0096
```
Positions in Å, forces in eV/Å.

**LUMO energy (spin up / spin down)**: -2.3 / -3.0 eV
**Spin multiplicity**: 2
**E_HOMO (spin up / spin down)**: -8.59 / -9.10 eV
**Kohn-Sham gap (spin up / spin down)**: 6.25 / 6.14 eV
**Charge**: +1
**Expectation value of S²**: 0.768

=====

A cluster of 2 separate species, C49H69Si4 in total, computed with ωB97M-V with the def2-TZVPD basis set.

Geometry as XYZ:
```
122
Properties=species:S:1:pos:R:3:forces:R:3
C -2.95457 -3.49437 -3.71512 -0.3659 -0.0748 -0.3776
C -1.96260 -3.86305 -2.64471 -0.0675 -0.1657 0.2416
C -1.89684 -3.16218 -1.44459 0.1123 -0.1071 0.1251
C -0.92411 -3.43453 -0.46723 -0.0904 -0.1828 -0.5023
C -0.88563 -2.56367 0.76408 -0.1395 0.0725 0.1293
C -0.02086 -4.49059 -0.68240 -0.3254 0.1852 -0.1075
C 1.02586 -4.86626 0.36574 -0.1510 0.0019 -0.9310
C 0.48507 -5.64089 1.57048 0.2017 0.0915 0.3203
C 1.92604 -3.69732 0.92215 1.2650 0.3131 1.2217
C 2.42753 -2.70607 -0.05679 0.6244 -1.5231 -0.7426
C 3.76342 -2.86084 -0.53777 0.2587 0.1339 0.1608
C 4.01621 -3.01145 -1.94845 0.0270 0.6776 -0.2139
C 2.88763 -2.87224 -2.91824 -0.1858 -0.0925 -0.3632
C 5.28069 -3.35000 -2.40906 -0.4283 -0.0695 0.2202
C 6.34508 -3.55594 -1.52660 -0.3002 -0.1599 0.0334
C 7.67164 -3.99303 -2.05518 0.3350 0.0947 0.0083
C 6.13002 -3.35444 -0.15682 -0.0974 0.0191 -0.0206
C 4.88570 -3.02933 0.35647 -0.1135 -0.8577 0.0620
C 4.78919 -2.88171 1.85020 0.1954 0.2966 0.4232
C -0.15182 -5.27565 -1.85958 0.2541 -0.0867 0.5521
C 0.67018 -6.52377 -2.09285 0.0744 -0.3710 -0.0720
C -1.11588 -4.96275 -2.80427 -0.2468 0.4217 -0.1116
H -3.07674 -4.31834 -4.43214 0.0373 0.2150 0.1980
H -3.94731 -3.26885 -3.30771 0.1925 -0.0770 0.0712
H -2.66627 -2.60812 -4.30449 0.1559 -0.2507 0.2929
H -2.64588 -2.39186 -1.25201 0.2629 -0.0538 -0.0189
H -0.84896 -3.14389 1.70022 -0.0281 0.2283 -0.3306
H -0.03334 -1.86506 0.76547 -0.2076 -0.1626 0.0035
H -1.77914 -1.93406 0.80184 0.2531 -0.2127 -0.0251
H 1.70797 -5.55295 -0.15845 0.0313 0.3840 0.2684
H -0.19209 -6.43890 1.26450 0.0627 0.0621 -0.1167
H 1.32899 -6.09454 2.10940 -0.2610 0.0770 -0.0217
H -0.05100 -4.98976 2.26981 0.0535 -0.1624 -0.1512
H 1.47095 -3.19056 1.79722 -0.1453 -0.3020 -0.5155
H 2.82741 -4.23401 1.27250 -0.5594 0.2504 0.1601
H 1.71312 -2.03032 -0.52769 0.0718 -0.1925 -0.3042
H 3.25488 -2.99439 -3.94634 -0.2038 0.0629 0.3229
H 2.09900 -3.61874 -2.73645 0.1876 0.2204 -0.0952
H 2.43355 -1.87902 -2.82884 -0.0532 -0.0841 -0.0478
H 5.44993 -3.49386 -3.47910 -0.1819 0.0340 0.3246
H 8.44483 -3.81172 -1.30598 0.0551 0.0752 -0.2309
H 7.72560 -5.06501 -2.30058 -0.3510 0.2610 0.1148
H 7.89039 -3.44907 -2.98279 0.1158 -0.1038 0.2545
H 6.96722 -3.48438 0.53346 -0.2574 0.1168 -0.1832
H 5.64558 -2.28844 2.20331 -0.2642 -0.1566 -0.0697
H 3.88477 -2.37461 2.18467 0.0622 -0.0238 -0.0342
H 4.85047 -3.85146 2.37207 -0.0350 0.2572 -0.3196
H 0.42709 -6.95197 -3.07519 0.0850 0.1474 0.2952
H 1.76032 -6.36243 -2.07643 -0.3172 0.0302 0.0359
H 0.43447 -7.29933 -1.34480 0.1625 0.2497 -0.1801
H -1.25760 -5.60722 -3.67429 0.2210 0.2102 0.1577
C -0.84247 -0.17472 -2.02679 -0.0504 -0.5171 -0.0354
Si -1.72415 1.46117 -2.04410 -0.6177 0.3599 0.0448
C -1.07054 2.38685 -3.52847 0.1343 0.1721 -0.1535
C -3.61765 1.34052 -2.14676 0.3928 -0.2094 -0.1940
C -4.42947 2.42267 -1.76552 -0.3373 -0.3224 -0.0517
C -5.82301 2.28988 -1.74526 0.2357 -0.0426 -0.1168
C -6.41911 1.07787 -2.10786 0.3211 -0.1095 0.0310
C -5.61415 0.00429 -2.50331 0.0296 0.0966 -0.0300
C -4.22219 0.14364 -2.54200 -0.4629 0.1369 0.1269
C -1.45539 2.35985 -0.43614 0.4019 -0.3252 -0.1431
Si 0.17002 2.15839 0.54646 -0.9618 0.9331 0.3503
H 0.89172 0.67323 0.40831 -0.7869 1.8613 0.1790
C 1.17667 3.68658 0.07412 0.6162 -0.5068 -0.3799
Si 0.48480 5.45942 0.26793 0.2773 0.4232 0.2868
C 0.96793 6.45417 -1.23745 0.1219 -0.0924 -0.2350
C -1.36719 5.70618 0.35149 -0.2819 0.0184 0.0881
C 1.25738 6.41601 1.72736 -0.0266 -0.3074 -0.1974
C 0.47131 7.28450 2.50208 0.4112 0.1743 0.3316
C 1.05468 8.07379 3.50676 0.1686 -0.2479 -0.1211
C 2.43441 8.00251 3.74237 -0.1826 -0.1284 -0.2411
C 3.23448 7.18626 2.93283 -0.1452 -0.2188 -0.1228
C 2.64954 6.38823 1.93736 -0.2401 0.3993 0.4534
C -0.32393 2.64545 2.32483 0.3292 -0.7754 0.3916
Si -1.07119 1.30674 3.42336 -0.6772 0.6816 -0.3231
C 0.19503 -0.03706 3.63427 0.2784 -0.3805 0.1673
C -1.51505 2.06086 5.07063 0.0350 0.0235 0.2229
C -2.66999 0.62364 2.64181 0.3018 -0.2129 0.3250
C -2.86680 -0.76296 2.63714 -0.3733 -0.1547 -0.3765
C -3.91125 -1.33971 1.89922 -0.0889 0.1530 0.1616
C -4.83451 -0.53092 1.23598 0.3045 -0.3087 0.1329
C -4.71755 0.84944 1.34309 -0.0278 0.2671 0.1125
C -3.65290 1.42506 2.03924 -0.1179 -0.1976 -0.2101
H 0.24076 -0.00090 -1.95571 -0.1648 0.0382 -0.0555
H -1.14063 -0.78756 -1.16737 0.1352 0.2096 -0.2372
H -1.03401 -0.74594 -2.94731 0.0752 0.0392 0.2406
H -0.08456 2.81806 -3.29801 -0.1914 -0.0343 -0.1664
H -0.94936 1.69002 -4.37304 -0.0418 0.2534 0.1861
H -1.74929 3.19250 -3.84468 0.2488 -0.1706 0.0930
H -3.98230 3.37552 -1.46629 -0.1157 -0.3005 -0.0547
H -6.44421 3.13071 -1.43499 0.1392 -0.1936 -0.1084
H -7.50395 0.96761 -2.07896 0.3025 0.0383 -0.0097
H -6.06799 -0.94690 -2.78325 0.0438 0.2460 0.0274
H -3.60284 -0.69134 -2.88377 -0.2211 0.1938 0.1770
H -1.57551 3.41564 -0.71595 0.3173 -0.1660 0.3082
H -2.31678 2.13744 0.20845 0.3411 -0.1304 -0.1310
H 2.13186 3.63776 0.62453 -0.1326 0.1517 -0.1069
H 1.45003 3.60491 -0.98918 0.0655 0.0871 0.0546
H 0.51851 6.01251 -2.13462 0.1170 0.1045 -0.0150
H 0.59521 7.48201 -1.13789 0.0799 -0.2061 0.0011
H 2.05416 6.49809 -1.36928 -0.1228 0.0008 -0.0571
H -1.86305 5.33499 -0.55344 0.0479 0.1421 0.1880
H -1.84622 5.25872 1.22648 -0.0439 0.0048 -0.1199
H -1.54632 6.79199 0.39204 0.0480 -0.2868 -0.0344
H -0.60629 7.36138 2.33063 0.3795 -0.0665 0.0961
H 0.43237 8.74042 4.10932 0.2013 -0.2486 -0.1829
H 2.88590 8.57579 4.55762 -0.1679 -0.1243 -0.3834
H 4.31939 7.16266 3.07594 -0.4099 -0.0031 0.0130
H 3.28173 5.74488 1.31830 -0.1424 0.2050 0.1986
H 0.60111 2.97198 2.83859 -0.2387 -0.0879 -0.0656
H -0.99390 3.52804 2.34388 0.2822 -0.4024 -0.3934
H 0.95521 0.30773 4.34447 -0.0498 -0.0271 -0.0620
H -0.23466 -0.95592 4.04188 0.0501 0.0415 0.0378
H 0.70692 -0.28692 2.70141 -0.0723 0.0228 -0.0328
H -0.88893 2.94281 5.25604 -0.1174 -0.1683 0.1025
H -2.56868 2.37129 5.08102 0.2626 -0.0557 0.0586
H -1.35229 1.33479 5.87835 -0.1284 0.2247 -0.0524
H -2.19367 -1.42678 3.19239 -0.1567 0.2934 -0.3453
H -3.99615 -2.42415 1.82535 -0.0269 0.2016 0.1329
H -5.63371 -0.98018 0.64294 0.2145 0.1857 0.2011
H -5.45709 1.47985 0.85776 0.1437 -0.0445 0.0987
H -3.59043 2.51764 2.07267 0.0868 -0.3269 0.0135
```
Positions in Å, forces in eV/Å.

**LUMO energy**: -5.5 eV
**E_HOMO**: -10.56 eV
**Kohn-Sham gap**: 5.07 eV
**Charge**: +1

=====

How do the records compare in energy above the lowest of the compared OMol25 structures with the same formula, charge and spin? In the order shown, they have 42.8 6.2 kcal/mol.
How do the records compare in energy? In the order shown, they have -111098.5402 -83439.8255 eV.